The following is a quantum chemistry calculation of a 2-piece molecular cluster, H2IO overall, from the OMol25 dataset.

Each atom is followed by the atoms it is bonded to, with distances in Å.
Element x y z (Å)
1 I -17.878 -0.327 13.008  no bonds
2 O -22.862 -1.126 16.886  H3 0.957, H4 0.957
3 H -22.031 -1.137 16.410  O2 0.957
4 H -23.530 -1.183 16.203  O2 0.957

Results
**Lowest unoccupied orbital energy**: 3.36 eV
**Energy above the lowest of the compared OMol25 structures with the same formula, charge and spin**: 32.56 kJ/mol
**Total charge**: -1